[1]
The following is a quantum chemistry calculation of C5H5N5O5 in the gas phase at a distorted geometry, from the OMol25 dataset.

Output
- LUMO (alpha / beta): -1.1 / -1.1 eV
- Spin multiplicity: 1
- Energy above the lowest of the compared OMol25 structures with the same formula, charge and spin: 1.035 eV
- SMILES: [H]/N=C/NC(=O)NC(=O)c1[nH]c(=O)o[n+]1[O-]
- Frontier orbital gap (alpha / beta): 8.57 / 8.57 eV
- E_tot: -843.422237 Eh

```
20
Properties=species:S:1:pos:R:3:forces:R:3:mulliken_charge:R:1
C 0.1704 1.7690 0.5113 1.646 -1.024 -0.672 0.6629
C 1.9183 -0.1054 0.8602 -0.242 1.565 -0.484 0.3093
C -2.1220 -1.1474 0.5179 -0.549 -1.518 3.680 0.5142
C 0.8327 -0.6171 -1.2974 -1.444 3.101 -0.137 0.0103
C -0.8596 0.7478 0.3470 -2.366 -0.755 0.096 -0.5512
N 1.3842 1.2092 0.9387 1.510 0.829 1.749 -0.0686
N 1.3877 -0.9270 -0.0850 1.566 -2.472 0.513 -0.0740
N 0.4728 -1.4700 -2.1424 1.638 -1.655 2.469 -0.7468
N -1.1017 -0.3879 1.1260 -1.040 0.682 -2.427 0.0890
N -1.7173 0.7554 -0.6732 1.250 -0.218 1.503 0.8259
O 0.1093 2.9112 0.1754 -0.732 0.716 0.246 -0.5058
O 2.8386 -0.4532 1.5432 0.262 0.010 0.776 -0.5802
O -2.6363 -2.1424 1.0324 1.177 2.216 -1.999 -0.5842
O -1.7466 1.3797 -1.6992 -0.412 0.068 -0.328 -0.5897
O -2.5499 -0.4502 -0.5486 0.091 0.074 -0.729 -0.2853
H 0.5578 0.5477 -1.3627 1.050 -2.589 -0.419 0.5865
H 2.0359 1.8746 1.4562 -1.223 -1.207 -1.139 0.2867
H 1.8112 -1.8758 0.0878 -0.890 1.117 -0.837 0.2615
H -0.0674 -1.0466 -2.8028 -1.526 1.350 -2.731 0.2667
H -0.7181 -0.5717 2.0149 0.234 -0.289 0.869 0.1726
```
Forces are in eV/Å.

[2]
The following is a quantum chemistry calculation of a 8-piece molecular cluster, C29H71N3O8 overall at a distorted geometry, from the OMol25 dataset.

Output
- LUMO: -0.2 eV
- Spin multiplicity: 1
- Energy above the lowest of the compared OMol25 structures with the same formula, charge and spin: 3.273 eV
- SMILES: CC1(C)CCCC(C)(C)N1O.CC1(C)CCCC(C)(C)N1O.CC1(C)CCCC(C)(C)N1O.CO.CO.O.O.O
- Frontier orbital gap: 7.94 eV
- E_tot: -1913.498041 Eh

```
111
Properties=species:S:1:pos:R:3:forces:R:3:mulliken_charge:R:1
C -2.8649 1.9217 4.6606 -0.569 0.203 -0.645 -0.5170
O -2.9011 2.5398 5.9234 0.387 -0.308 0.231 -0.5324
H -2.7019 0.8402 4.6939 -0.034 0.009 0.163 0.2066
H -3.8394 2.1162 4.2024 0.033 -0.213 -0.019 0.3437
H -2.1260 2.3469 3.9706 0.206 0.078 0.263 0.1888
H -2.2388 2.0993 6.4766 0.030 0.237 0.047 0.3474
C 0.1849 0.6840 2.9388 1.739 0.443 -1.209 -0.7203
O 0.3574 1.0003 4.2914 -0.759 0.215 0.985 -0.5873
H 0.5362 1.4622 2.2418 -0.006 0.486 0.483 0.2753
H 0.8997 -0.1097 2.6898 -0.793 -0.660 -0.184 0.2703
H -0.8456 0.5567 2.6163 -0.096 -0.619 0.684 0.3513
H 1.2708 1.2698 4.4792 -0.153 0.126 -0.646 0.3060
O 2.9320 1.9200 4.1840 0.382 0.068 0.188 -0.5576
H 3.1092 2.8151 3.8719 -0.147 -0.033 0.008 0.2609
H 3.6582 1.7245 4.7886 0.010 -0.013 -0.120 0.2523
O -0.4384 1.2855 7.1471 0.096 -0.141 -0.121 -0.6559
H -0.1637 1.0411 6.2487 -0.141 0.058 -0.123 0.4518
H -0.3020 0.4876 7.6686 -0.093 0.054 0.015 0.3202
O 3.1176 -1.2461 5.7742 0.098 0.169 0.040 -0.5939
H 3.6592 -1.1417 6.5643 -0.040 -0.067 -0.032 0.3062
H 2.7014 -0.3868 5.6481 -0.119 -0.112 -0.011 0.2974
C 4.1061 0.0947 -2.5540 -1.104 -0.066 -0.409 -2.4639
C 5.1150 0.3219 -1.4546 1.272 -0.083 -1.305 1.9492
C 4.8200 1.7237 -0.8491 -0.241 0.200 0.354 -1.8054
C 3.8295 1.6920 0.3197 0.877 -1.783 -0.188 1.2537
C 4.1443 0.4619 1.2042 -1.125 0.445 0.455 -1.6266
C 4.1771 -0.9334 0.5473 0.639 0.285 -0.060 2.2020
N 5.1572 -0.8511 -0.5454 0.938 1.532 1.297 0.0479
O 5.4125 -2.0772 -1.2069 -1.214 1.062 -0.029 -0.4514
C 4.7351 -1.9210 1.5586 0.673 -1.105 0.652 -2.1197
C 2.7996 -1.4098 0.0937 -1.412 -0.330 0.138 -1.2693
C 6.5270 0.4427 -2.0921 -0.275 -0.009 -0.619 -1.9149
H 4.1200 0.8506 -3.3407 0.318 0.062 0.075 0.5121
H 3.1051 0.1682 -2.1163 -0.093 -0.289 -0.166 0.7949
H 4.2243 -0.8691 -3.0549 -0.068 0.012 0.021 0.4684
H 5.7648 2.2400 -0.6785 -0.016 -0.161 0.712 0.4301
H 4.3618 2.3425 -1.6258 0.087 -0.217 -0.258 0.4697
H 2.8501 1.5542 -0.1392 -0.205 0.197 0.329 -1.5016
H 3.8436 2.5415 1.0000 -0.080 0.365 -0.438 0.7357
H 3.3450 0.4474 1.9532 0.016 -0.285 0.101 0.3496
H 5.0404 0.6664 1.7924 0.308 -0.266 -0.300 0.4230
H 4.0806 -2.1435 2.4041 -0.294 0.277 -0.158 0.3665
H 4.9894 -2.8863 1.1131 -0.446 0.035 -0.318 0.4196
H 5.7000 -1.6556 1.9996 -0.103 0.677 -0.202 0.4331
H 2.0587 -0.6603 -0.2046 0.563 0.417 -0.363 -0.0327
H 2.8412 -2.1579 -0.7022 0.156 0.091 -0.071 0.2116
H 2.2158 -1.9098 0.8747 0.527 -0.131 0.319 0.4538
H 7.2006 1.0168 -1.4592 0.146 -0.357 0.167 0.4081
H 6.4722 0.9796 -3.0446 -0.190 0.234 0.117 0.3967
H 6.9469 -0.5214 -2.3774 0.001 -0.086 0.417 0.3444
H 4.5740 -2.1745 -1.6902 0.360 -0.763 -0.271 0.4032
C 0.0860 2.7958 -0.3095 1.460 0.866 1.045 -1.4750
C -0.1104 2.6801 -1.8133 -0.021 0.479 -0.226 2.5291
C -0.2422 1.2116 -2.0884 -0.286 -1.512 -0.047 -0.1463
C -0.7390 0.8211 -3.4870 0.096 0.584 1.400 -0.8378
C -2.1032 1.5050 -3.6317 0.750 -1.042 -0.593 -1.3620
C -2.0749 3.0145 -3.4369 -1.211 -0.391 -1.541 1.7164
N -1.3512 3.3740 -2.2319 -0.723 -0.996 0.630 0.3439
O -1.3138 4.7673 -2.0370 0.357 0.058 -0.071 -0.5172
C -1.5353 3.6307 -4.7470 0.847 0.160 0.122 -1.6961
C -3.5712 3.4261 -3.3962 1.202 1.393 0.534 -1.9813
C 1.1487 3.2043 -2.5058 0.722 0.898 -0.717 -1.7359
H 1.1366 2.5877 -0.0763 0.002 -0.499 -0.288 -0.0617
H -0.4654 2.1330 0.3547 -0.559 0.026 -0.443 0.4768
H 0.0878 3.8066 0.1130 -0.769 0.173 -0.402 0.5137
H 0.6689 0.6555 -1.8379 0.444 0.540 -0.275 -0.7525
H -0.9081 0.7276 -1.3623 -0.483 0.433 -0.093 0.0138
H -0.8070 -0.2612 -3.3710 -0.202 -0.105 -0.909 0.5369
H -0.0130 1.1236 -4.2412 -0.062 -0.218 -0.169 0.3719
H -2.7702 0.9628 -2.9556 -0.215 0.425 0.152 0.1213
H -2.4857 1.3828 -4.6471 -0.149 -0.283 0.070 0.4469
H -0.5430 3.2063 -4.9156 0.136 0.488 -0.170 0.3386
H -2.0972 3.4258 -5.6596 -0.399 -0.410 0.324 0.4552
H -1.5169 4.7208 -4.6930 0.400 -0.037 0.234 0.3441
H -4.0332 3.0112 -2.5020 -0.366 0.117 -0.156 0.4001
H -3.5321 4.5218 -3.3888 -0.408 0.013 0.627 0.4666
H -4.1008 3.2558 -4.3309 0.056 -0.799 0.094 0.3713
H 1.3577 4.2402 -2.2239 0.076 -0.138 0.408 0.4978
H 1.1588 3.2881 -3.5972 -0.748 -0.357 -0.006 0.3035
H 2.0287 2.5816 -2.3271 -0.079 0.031 0.530 0.0976
H -1.8789 4.8966 -1.2673 0.024 0.082 -0.037 0.3662
C -4.9160 -1.6838 -0.9023 -0.920 0.914 -1.854 -1.8607
C -3.7474 -2.6301 -1.2465 -0.134 0.631 0.486 1.6391
C -2.4513 -2.0265 -0.7431 1.194 0.207 0.569 -0.4815
C -2.2347 -2.0776 0.7727 -1.597 -0.038 -0.285 -0.4477
C -2.3886 -3.4729 1.3475 0.280 0.238 -0.184 -1.7218
C -3.5802 -4.2812 0.7696 -0.226 0.453 -0.084 1.8255
N -3.8983 -3.9215 -0.6300 1.593 -0.876 -0.105 0.4652
O -4.9838 -4.6742 -1.1388 0.178 0.252 0.205 -0.4826
C -3.1587 -5.7414 0.8032 -0.630 -0.906 0.086 -2.0644
C -4.8154 -3.9903 1.6692 -0.410 0.826 -0.481 -1.6772
C -3.5613 -2.8033 -2.7920 -1.917 -0.521 0.929 -2.0103
H -5.8530 -2.0951 -1.2910 -0.048 -0.395 0.531 0.4037
H -4.8810 -0.7704 -1.5159 0.518 -0.040 -0.083 0.4438
H -5.0739 -1.2589 0.0880 0.369 -0.780 0.372 0.3118
H -1.6404 -2.5430 -1.2644 0.194 0.255 -0.001 0.5164
H -2.4760 -0.9604 -0.9820 0.265 -0.088 -0.526 -0.2388
H -3.0869 -1.4866 1.1330 0.187 0.112 0.446 0.2022
H -1.3374 -1.5922 1.1547 0.154 0.002 -0.365 0.3218
H -2.5379 -3.3313 2.4204 -0.078 -0.405 0.042 0.4137
H -1.4598 -4.0396 1.2500 0.000 -0.002 -0.266 0.4088
H -3.9602 -6.3557 0.3833 -0.164 -0.112 0.546 0.4804
H -2.2860 -6.0761 0.2373 0.220 0.897 -0.199 0.4047
H -2.9390 -6.0104 1.8388 -0.325 -0.210 0.019 0.4504
H -5.7484 -3.8566 1.1151 0.125 -0.713 -0.350 0.2974
H -5.0107 -4.6947 2.4751 0.311 0.044 0.112 0.3748
H -4.7049 -2.9652 2.0363 0.214 -0.198 0.575 0.3642
H -2.7355 -3.4742 -3.0173 0.438 0.535 0.000 0.4402
H -3.6171 -1.8404 -3.2957 0.679 0.012 -0.067 0.2592
H -4.4390 -3.3481 -3.1555 -0.089 0.114 -0.038 0.5629
H -4.5204 -5.2955 -1.7115 -0.320 -0.127 -0.053 0.3510
```
Forces are in eV/Å.